2 unconnected molecules or ions with the total composition C13H24N2O6P at a distorted geometry. Source: the OMol25 dataset; level of theory: ωB97M-V/def2-TZVPD.

XYZ file:
```
46
Properties=species:S:1:pos:R:3:mulliken_charge:R:1
C 0.40660 1.03245 1.62560 -1.087
C -0.85086 0.04791 1.68247 -0.044
O -0.32784 -1.23645 2.06419 -0.379
C -1.28189 -2.27506 1.91007 -0.586
C -1.35393 -2.60159 0.35247 0.123
C -0.04030 -2.68429 -0.32060 -0.214
N 0.03220 -2.92332 -1.68586 0.209
P 1.70049 -2.94686 -2.38441 0.220
O 2.26276 -1.34436 -2.37617 -0.411
O 1.56563 -3.38397 -3.99905 -0.446
C -1.11930 -3.10820 -2.44477 -0.087
C -2.47528 -3.06486 -1.87221 -0.788
C -2.59985 -2.78620 -0.41587 0.954
C -3.94432 -2.66339 0.35128 -0.030
O -4.19625 -3.37064 1.28825 -0.409
O -4.90679 -1.70043 0.01345 -0.382
C -4.48014 -0.38235 0.41335 -0.085
N -4.15618 0.37865 -0.83302 -0.618
H 1.12687 0.77022 2.44044 0.267
H 0.05329 2.10230 1.69178 0.336
H 0.86267 0.86331 0.60461 0.188
H -1.30382 0.07839 0.64871 0.258
H -1.62900 0.38864 2.42014 0.324
H -2.29226 -2.06221 2.34977 0.430
H -0.92779 -3.23769 2.38838 0.314
H 0.91113 -2.53517 0.25401 0.412
H 1.49684 -0.72804 -2.43788 0.326
H 2.42411 -3.12860 -4.40591 0.348
H -1.01564 -3.28687 -3.53981 0.419
H -3.39424 -3.23216 -2.47981 0.449
H -3.59617 -0.38598 1.10998 0.078
H -5.31680 0.17463 0.92381 0.375
H -4.89578 0.11495 -1.49340 0.267
H -4.31715 1.37040 -0.61453 0.272
C 3.96789 4.95271 1.44163 -1.274
C 3.92269 3.53119 0.90434 0.365
C 4.55467 3.44133 -0.47586 -1.237
O 2.56481 3.09031 0.83640 -0.456
H 3.41036 5.63297 0.79050 0.347
H 3.50167 5.00481 2.42788 0.318
H 4.99579 5.31210 1.52203 0.385
H 4.44524 2.86216 1.59164 0.239
H 4.01694 4.07057 -1.19188 0.347
H 4.50587 2.41741 -0.85418 0.272
H 5.60007 3.75557 -0.45289 0.377
H 2.09299 3.67567 0.23092 0.314
```

net charge = +1
strongest force on any atom = 3.65 eV/Å
LUMO = -0.183 hartree
HOMO = -12.230 eV
HOMO-LUMO gap = 7.25 eV
calculated total energy = -1411.7621 Ha

3 unconnected molecules or ions with the total composition C6H16BrO6S2 at a distorted geometry. Source: the OMol25 dataset; level of theory: ωB97M-V/def2-TZVPD.

XYZ file:
```
31
Properties=species:S:1:pos:R:3:mulliken_charge:R:1
Br -2.28219 -0.13794 3.44372 -1.000
O -2.62959 5.75939 -1.88396 -0.611
S -2.08295 6.68376 -0.89900 1.212
O -0.80783 7.36400 -1.11156 -0.601
O -3.25844 7.81433 -0.61454 -0.334
C -4.55406 7.46055 -0.26498 -0.329
C -5.42181 7.20967 -1.54965 -0.949
C -1.89262 5.78242 0.66546 -0.953
H -4.85876 8.33076 0.31640 0.297
H -4.58650 6.68112 0.49629 0.314
H -6.48780 7.08509 -1.35925 0.351
H -5.04284 6.40507 -2.17982 0.276
H -5.19768 8.14507 -2.06238 0.276
H -2.70959 5.08080 0.83397 0.360
H -1.81983 6.49302 1.48878 0.325
H -1.00727 5.14664 0.67314 0.366
O 4.54151 -4.15719 -0.65960 -0.577
S 3.53342 -5.16571 -0.46434 1.129
O 2.42830 -5.40728 -1.39533 -0.591
O 4.39485 -6.55864 -0.11022 -0.314
C 3.74171 -7.81016 -0.12591 -0.147
C 4.62858 -8.98662 0.29589 -1.214
C 2.76394 -4.92010 1.18524 -0.889
H 3.20037 -7.93963 -1.06308 0.361
H 2.90951 -7.83264 0.57769 0.262
H 4.15055 -9.96209 0.20610 0.374
H 4.85511 -8.96971 1.36197 0.298
H 5.53944 -8.95808 -0.30213 0.309
H 2.45959 -3.88128 1.31304 0.402
H 3.53558 -5.10479 1.93260 0.298
H 1.95730 -5.64982 1.25545 0.300
```

net charge = -1
energy above the lowest of the compared OMol25 structures with the same formula, charge and spin = 223.3 kJ/mol
strongest force on any atom = 3.57 eV/Å
LUMO = 0.079 hartree
HOMO = -3.537 eV
HOMO-LUMO gap = 5.68 eV
calculated total energy = -4060.0567 Ha

A molecular structure, C3H4LiMnO4 at a distorted geometry. Source: the OMol25 dataset; level of theory: ωB97M-V/def2-TZVPD.

XYZ file:
```
13
Properties=species:S:1:pos:R:3:mulliken_charge:R:1
H -4.13002 2.21586 1.37903 0.380
C -3.42259 1.49806 0.95781 0.265
C -3.36427 0.10716 1.38435 -0.417
O -3.97952 0.50861 0.14768 -0.376
H -2.43122 -0.44606 1.26785 0.224
H -4.05249 -0.24417 2.15608 0.240
O -2.30954 2.16994 0.46219 -0.710
H -1.66361 3.26171 1.01672 0.593
O -3.15765 3.88873 -1.51217 -0.489
C -2.29475 3.58708 -0.74423 0.882
Li -3.64538 5.53063 -2.37844 0.579
Mn -4.59529 7.20379 -4.42587 0.307
O -1.65727 4.23678 0.11003 -0.479
```

net charge = +1
energy above the lowest of the compared OMol25 structures with the same formula, charge and spin = 572.9 kJ/mol
strongest force on any atom = 5.35 eV/Å
LUMO (alpha / beta) = -0.167 / -0.166 hartree
HOMO (alpha / beta) = -12.454 / -11.682 eV
HOMO-LUMO gap (alpha / beta) = 7.90 / 7.16 eV
spin multiplicity = 6
calculated total energy = -1575.7936 Ha
⟨S²⟩ = 8.754

A molecular structure, C47H26F25GeN5O4PtS2 at a distorted geometry. Source: the OMol25 dataset; level of theory: ωB97M-V/def2-TZVPD.

XYZ file:
```
111
Properties=species:S:1:pos:R:3:mulliken_charge:R:1
Pt 13.47371 14.23802 13.11851 0.851
C 11.54056 16.17182 14.63377 -1.101
N 13.00854 15.94103 14.40990 0.323
C 13.56137 15.67665 15.81893 -1.156
C 15.05259 15.36518 15.87010 -0.627
N 15.40961 14.10982 15.25727 -0.126
C 16.70506 13.84394 15.05436 -0.015
C 17.20093 12.48007 14.92001 0.109
F 16.36046 11.53059 15.39624 -0.342
C 18.48526 12.12845 14.49737 0.139
F 18.75377 10.80612 14.45460 -0.326
C 19.43508 13.11560 14.15942 0.543
F 20.58997 12.80585 13.56846 -0.310
C 19.05842 14.41637 14.45380 0.320
F 19.95492 15.41733 14.37147 -0.414
C 17.77842 14.78053 14.82596 0.818
F 17.69189 16.09581 15.22411 -0.474
C 13.65607 17.10910 13.72296 -1.158
C 14.80465 16.71611 12.72970 0.088
N 14.26425 15.58562 11.91807 0.355
C 14.30653 15.64419 10.63294 0.174
C 13.23202 15.18756 9.80324 -0.094
F 12.01140 15.22880 10.41274 -0.549
C 13.27405 14.94470 8.45932 0.283
F 12.27581 14.35794 7.76394 -0.348
C 14.49801 15.21163 7.79362 0.280
F 14.79654 14.62608 6.56960 -0.413
C 15.46862 15.93024 8.44234 -0.477
F 16.55609 16.30207 7.76467 -0.457
C 15.41999 16.36711 9.87663 1.524
F 14.99189 17.76270 9.87789 -0.402
H 11.44060 16.92072 15.40423 0.384
H 11.05548 16.48692 13.69936 0.403
H 11.06663 15.22064 14.93661 0.170
H 13.38241 16.58210 16.37885 0.542
H 13.06745 14.77529 16.23220 0.229
H 15.58555 16.28377 15.56442 0.335
H 15.37900 15.22667 16.93071 0.689
H 12.87969 17.60567 13.03256 0.318
H 14.01380 17.89764 14.44132 0.253
H 15.06973 17.52343 12.04749 0.782
H 15.73683 16.35656 13.21187 -0.370
C 21.05076 15.60450 5.90222 -1.456
C 20.34150 15.53454 7.19150 1.319
C 19.62043 14.35344 7.45220 -0.825
C 18.82815 14.25718 8.56234 0.173
C 18.80432 15.29835 9.46651 -0.593
C 19.61974 16.43822 9.25546 -0.580
C 20.37140 16.59232 8.10759 -1.148
S 17.81301 15.32693 10.93766 1.984
O 18.54478 16.01497 11.96757 -0.856
O 16.63520 16.44710 10.50326 -0.400
O 17.06417 14.13586 11.26456 -0.358
H 21.53204 14.64016 5.57057 0.354
H 21.82953 16.37533 5.97358 0.360
H 20.35556 15.86908 5.10501 0.296
H 19.72389 13.51093 6.76382 0.367
H 18.20950 13.37816 8.74638 0.476
H 19.65663 17.28704 10.00794 0.263
H 21.04451 17.39829 8.00333 0.432
N 12.28798 13.26220 14.39434 0.492
C 12.14301 12.28980 15.00399 -0.248
N 11.95858 11.06044 15.46874 0.598
C 13.03881 10.11449 15.20652 0.610
C 12.97112 8.78832 16.00676 -0.741
O 12.30460 8.91333 17.32014 -0.447
C 10.99616 9.48282 17.15190 -0.664
C 10.99146 10.91241 16.52915 -0.511
H 14.00524 10.61542 15.52608 -0.030
H 13.13147 9.88050 14.16680 -0.154
H 14.02604 8.45788 16.16016 0.353
H 12.44135 8.02291 15.42388 0.318
H 10.48007 9.56503 18.11977 0.356
H 10.40558 8.75087 16.54477 0.246
H 11.13697 11.54731 17.37958 0.447
H 9.92603 11.12642 16.21636 0.342
F 12.19336 8.72881 8.79187 -0.375
C 13.39600 9.34281 8.47559 0.367
C 13.62255 10.64493 9.05476 -0.158
C 14.74644 11.28088 8.53611 -0.163
F 15.16430 12.44216 9.08916 0.220
C 15.61078 10.74338 7.58284 -0.166
F 16.73504 11.43045 7.26757 -0.219
C 15.27298 9.51143 7.00118 0.462
F 16.06843 9.03602 6.01534 -0.310
C 14.18213 8.80551 7.46678 -0.033
F 13.97563 7.58217 6.87830 -0.310
Ge 12.69373 11.28829 10.69968 0.924
S 14.12639 12.29169 12.11309 -0.490
C 11.00710 12.14208 10.25167 -0.044
C 10.46142 12.08967 8.94764 0.473
F 11.07192 11.32734 7.97911 -0.349
C 9.28429 12.76879 8.49302 0.065
F 8.98856 12.76094 7.17578 -0.302
C 8.53225 13.45497 9.42388 0.629
F 7.37644 13.98617 9.08805 -0.307
C 9.03137 13.52021 10.75671 0.345
F 8.34891 14.29420 11.65000 -0.315
C 10.17693 12.87118 11.13879 -0.455
F 10.41320 12.94686 12.52389 -0.339
C 12.40216 9.56282 11.62158 -0.055
C 11.11340 9.34912 12.25340 -0.026
F 10.32010 10.37372 12.61640 -0.296
C 10.82932 8.06856 12.72635 0.189
F 9.67952 7.83440 13.42769 -0.372
C 11.74643 7.03022 12.62539 0.184
F 11.31911 5.80300 13.01516 -0.345
C 13.07132 7.24102 12.19854 0.135
F 14.06395 6.35758 12.32864 -0.318
C 13.31869 8.47279 11.61970 0.527
F 14.60577 8.87543 11.47227 -0.299
```

energy above the lowest of the compared OMol25 structures with the same formula, charge and spin = 0.0 kJ/mol
strongest force on any atom = 4.19 eV/Å
LUMO (alpha / beta) = -0.013 / -0.078 hartree
HOMO (alpha / beta) = -5.568 / -7.952 eV
HOMO-LUMO gap (alpha / beta) = 5.22 / 5.82 eV
spin multiplicity = 5
calculated total energy = -7870.1624 Ha
⟨S²⟩ = 6.095

A single C4H2O2 molecule. Source: the OMol25 dataset; level of theory: ωB97M-V/def2-TZVPD.

XYZ file:
```
8
Properties=species:S:1:pos:R:3:mulliken_charge:R:1
O 1.42171 0.34683 -2.42004 -0.371
C 0.88605 -0.36212 -1.65926 0.664
C 0.05599 -1.07811 -0.95019 -0.498
C -0.40289 -0.91441 0.25221 0.080
C -0.56859 -0.12780 1.29649 -0.025
O -0.58325 1.21074 0.99490 -0.427
H -0.69236 -0.36282 2.34212 0.331
H -0.11666 1.28769 0.14378 0.245
```

energy above the lowest of the compared OMol25 structures with the same formula, charge and spin = 159.2 kJ/mol
strongest force on any atom = 0.96 eV/Å
LUMO = -0.036 hartree
HOMO = -8.361 eV
HOMO-LUMO gap = 7.38 eV
calculated total energy = -303.9492 Ha
SMILES = O=C=C=C=CO

Q: Which of these has the lowest calculated total energy?
A: C47H26F25GeN5O4PtS2

Copy entry 2 word for word.
3 unconnected molecules or ions with the total composition C6H16BrO6S2 at a distorted geometry. Source: the OMol25 dataset; level of theory: ωB97M-V/def2-TZVPD.

XYZ file:
```
31
Properties=species:S:1:pos:R:3:mulliken_charge:R:1
Br -2.28219 -0.13794 3.44372 -1.000
O -2.62959 5.75939 -1.88396 -0.611
S -2.08295 6.68376 -0.89900 1.212
O -0.80783 7.36400 -1.11156 -0.601
O -3.25844 7.81433 -0.61454 -0.334
C -4.55406 7.46055 -0.26498 -0.329
C -5.42181 7.20967 -1.54965 -0.949
C -1.89262 5.78242 0.66546 -0.953
H -4.85876 8.33076 0.31640 0.297
H -4.58650 6.68112 0.49629 0.314
H -6.48780 7.08509 -1.35925 0.351
H -5.04284 6.40507 -2.17982 0.276
H -5.19768 8.14507 -2.06238 0.276
H -2.70959 5.08080 0.83397 0.360
H -1.81983 6.49302 1.48878 0.325
H -1.00727 5.14664 0.67314 0.366
O 4.54151 -4.15719 -0.65960 -0.577
S 3.53342 -5.16571 -0.46434 1.129
O 2.42830 -5.40728 -1.39533 -0.591
O 4.39485 -6.55864 -0.11022 -0.314
C 3.74171 -7.81016 -0.12591 -0.147
C 4.62858 -8.98662 0.29589 -1.214
C 2.76394 -4.92010 1.18524 -0.889
H 3.20037 -7.93963 -1.06308 0.361
H 2.90951 -7.83264 0.57769 0.262
H 4.15055 -9.96209 0.20610 0.374
H 4.85511 -8.96971 1.36197 0.298
H 5.53944 -8.95808 -0.30213 0.309
H 2.45959 -3.88128 1.31304 0.402
H 3.53558 -5.10479 1.93260 0.298
H 1.95730 -5.64982 1.25545 0.300
```

net charge = -1
energy above the lowest of the compared OMol25 structures with the same formula, charge and spin = 223.3 kJ/mol
strongest force on any atom = 3.57 eV/Å
LUMO = 0.079 hartree
HOMO = -3.537 eV
HOMO-LUMO gap = 5.68 eV
calculated total energy = -4060.0567 Ha